Arrangement a

Molecular formula: C5H8BN
Method: DFT, ωB97M-V with the def2-TZVPD basis set

Cartesian coordinates (Å):
C -0.0986 -0.7101 0.9206
H 2.4998 0.9815 0.2641
B 2.0757 -0.1448 0.3164
C -1.4829 -0.6407 0.8264
N 0.6209 -0.1237 -0.0240
H 2.6664 -0.6428 -0.5794
C -1.9763 0.2139 -0.1887
H 2.4529 -0.6410 1.3268
H -3.0746 0.2332 -0.2912
C 0.1489 0.6132 -1.0656
H -2.1720 -1.0653 1.5283
H 0.3140 -1.3640 1.7176
C -1.2149 0.8299 -1.1219
H -1.6435 1.3188 -1.9832
H 0.8841 1.1420 -1.6463

Results
spin multiplicity: 1
E_HOMO: -8.899 eV
LUMO energy: -0.1 eV


Arrangement b

Molecular formula: C5H8BN
Method: DFT, ωB97M-V with the def2-TZVPD basis set

Cartesian coordinates (Å):
H 1.0311 2.3600 -0.0085
C 0.7959 1.3784 0.0339
C 2.1402 -0.7948 0.1207
H 0.2905 -2.4612 -0.5794
H -1.4424 1.6681 0.1789
H -3.0909 0.4870 0.1613
H 2.8864 1.2998 -0.0558
H 3.2327 -0.8503 0.4424
B 1.1342 -1.7776 -0.1715
N -0.9680 -0.2181 0.0294
H -2.5642 -1.1353 0.7607
C -0.5699 0.9831 0.1348
C 1.9422 0.6169 -0.0703
H -2.4210 -1.0560 -0.9885
C -2.3968 -0.5001 0.0118

Results
spin multiplicity: 1
E_HOMO: -7.753 eV
LUMO energy: 0.5 eV
structure (SMILES): [H]\B=C/C=C\C=N\C


Out of the structures above, which one is the least stable? Solution: arrangement b.